No. 1
# C38H62ClGe2N3O5ScSi2

A structure of composition C38H62ClGe2N3O5ScSi2 (ωB97M-V with the def2-TZVPD basis set, the Open Molecules 2025 dataset).

Its spin multiplicity is 1. The value obtained for the orbital gap is 0.28027 Ha. For the LUMO energy, the calculation gives -0.115 Eh. The value obtained for the molar mass is 922.731 g/mol. The calculation puts the HOMO energy at -10.76 eV. Its total charge is +1. The value obtained for the largest force on an atom is 0.6 eV/A.

```
114
Properties=species:S:1:pos:R:3:mulliken_charge:R:1
Sc 1.18089 -0.59848 0.42143 -2.0986
O 2.01584 -2.08576 3.75145 -0.5881
Cl 1.47896 -0.89007 3.23918 1.6308
O 1.14236 0.04693 4.23610 -0.6466
O 0.28744 -1.18225 2.37096 -0.3054
O 2.39252 -0.28452 2.22661 -0.6277
C 1.08838 -2.17208 -3.29951 -1.0935
Si 1.41363 -3.28935 -1.80231 0.8832
C 2.28867 -4.75115 -2.57953 -1.4008
C -0.13902 -4.01846 -1.02586 -1.0656
C 2.34607 -2.25200 -0.51502 4.9537
C 3.20293 -1.21153 -1.15078 -3.0469
C 4.19680 -1.41319 -2.11520 -0.8178
C 4.90102 -0.33476 -2.60335 -1.1147
C 4.60908 0.95243 -2.14802 -1.2237
C 3.61022 1.10086 -1.22091 -0.5464
N 2.93053 0.04908 -0.73130 1.5650
Si 3.44094 -3.35681 0.61725 0.4567
C 2.30546 -4.48185 1.58399 -0.9074
C 4.64562 -4.44043 -0.33112 -1.2711
C 4.61860 -2.33656 1.65601 -0.9586
H 1.83034 -2.41404 -4.06527 0.4747
H 1.17835 -1.09756 -3.12162 -0.0420
H 0.10512 -2.36852 -3.73594 0.5195
H 1.67262 -5.05118 -3.43441 0.3854
H 2.35241 -5.61119 -1.91379 0.3816
H 3.28764 -4.53131 -2.95970 0.3584
H -1.03860 -3.77779 -1.59788 0.3626
H -0.29603 -3.70241 0.00517 0.0365
H -0.05295 -5.10718 -1.01276 0.6612
H 4.39875 -2.41782 -2.46010 0.5752
H 5.67531 -0.48473 -3.34528 0.4912
H 5.14228 1.81646 -2.51668 0.5416
H 3.32233 2.07548 -0.85271 0.4926
H 1.88812 -5.25719 0.93684 0.3233
H 1.47850 -3.95221 2.05727 0.0833
H 2.86940 -4.98163 2.37624 0.4314
H 4.18968 -5.24272 -0.90233 0.3634
H 5.29641 -4.90345 0.41734 0.4288
H 5.29775 -3.86782 -0.99523 0.3409
H 4.19294 -1.84860 2.52302 0.1792
H 5.11483 -1.57605 1.04497 0.2792
H 5.39824 -3.01598 2.01171 0.5294
C -2.28875 2.52030 2.52704 -0.9928
C -0.82268 2.58017 2.93877 -0.5164
Ge 0.48144 2.84940 1.48762 0.2437
C 2.19074 2.81802 2.47118 -0.4093
C 3.54914 2.80417 1.78794 -1.2011
C 0.20986 4.58376 0.65551 0.0268
C -0.37550 4.42908 -0.54638 -0.5274
Ge -0.53930 2.47902 -0.82671 -0.8148
C -2.45792 2.03620 -0.89278 0.8631
C -3.10882 2.22240 -2.26513 -1.4347
C 0.58586 1.82740 -2.33157 2.0713
C 0.00930 1.68913 -3.74300 -1.2263
C -0.86537 5.52772 -1.40365 0.1549
C -0.97974 5.36085 -2.78114 0.3594
C -1.41403 6.39339 -3.59839 -0.8247
C -1.75825 7.61525 -3.04037 -0.4029
C -1.66643 7.79342 -1.66551 -0.8076
C -1.22698 6.76042 -0.85522 -0.6442
H -2.93923 2.38281 3.39308 0.5336
H -2.47401 1.69225 1.83889 -0.1792
H -2.60198 3.43937 2.02722 0.3583
H -0.53252 1.67727 3.47922 0.2244
H -0.66033 3.41299 3.62894 0.7452
H 2.12106 2.03753 3.22628 0.2674
H 2.06708 3.76512 3.01051 0.7496
H 3.79746 1.81398 1.40621 0.1068
H 4.33084 3.07386 2.49993 0.4147
H 3.60057 3.52266 0.96617 0.3354
H 0.41963 5.56462 1.08170 0.5498
H -2.90423 2.73213 -0.18124 0.5874
H -2.64994 1.03625 -0.49912 -0.7476
H -2.92659 3.22192 -2.66382 0.3632
H -4.19072 2.09547 -2.18905 0.4234
H -2.74728 1.50101 -2.99762 0.2334
H 1.02798 0.86748 -2.04819 -1.7744
H 1.43324 2.51898 -2.34160 0.8391
H -0.79552 0.95617 -3.79799 0.1164
H 0.79076 1.36638 -4.43372 0.4490
H -0.39039 2.62596 -4.12450 0.3761
H -0.70735 4.40925 -3.21745 0.3157
H -1.48620 6.24429 -4.66807 0.4054
H -2.10464 8.42340 -3.67098 0.4037
H -1.94652 8.74078 -1.22325 0.3943
H -1.17921 6.90397 0.21727 0.3825
C -2.95819 -0.91637 3.99567 -0.7387
C -3.93834 -0.86344 2.83106 -0.3813
N -4.29577 -2.19009 2.33432 0.3895
C -5.16312 -3.01128 3.19032 -0.8165
C -4.45013 -4.24420 3.72370 -1.0951
C -4.11892 -2.62373 1.06727 -0.3315
O -4.67479 -3.60767 0.60702 -0.6595
C -3.14983 -1.90344 0.15770 0.9054
C -3.47364 -1.79507 -1.18996 -1.0453
C -2.53879 -1.26728 -2.06139 -1.1030
C -1.30329 -0.89897 -1.56689 -0.0496
N -0.96214 -1.03082 -0.27769 2.7765
C -1.88936 -1.51700 0.56641 -1.3907
H -2.71186 0.09157 4.33035 0.3428
H -2.03247 -1.41726 3.70643 0.0178
H -3.38176 -1.45578 4.84315 0.4439
H -3.52516 -0.27490 2.01494 -0.2840
H -4.85870 -0.35965 3.13702 0.3938
H -6.03716 -3.30513 2.60993 0.4474
H -5.49846 -2.37362 4.00815 0.4228
H -4.12748 -4.87892 2.89920 0.3040
H -5.12389 -4.82452 4.35444 0.4088
H -3.57819 -3.96550 4.31745 0.2627
H -4.43978 -2.14537 -1.52956 0.6052
H -2.74588 -1.15343 -3.11674 0.5364
H -0.55927 -0.49061 -2.22866 -0.5728
H -1.59857 -1.62608 1.60037 0.4461
```

No. 2
# C38H63BeN2O2

A structure of composition C38H63BeN2O2 (ωB97M-V with the def2-TZVPD basis set, the Open Molecules 2025 dataset).

Its spin multiplicity is 1. The value obtained for the orbital gap is 0.14063 Ha. For the LUMO energy, the calculation gives 0.084 Eh. The value obtained for the molar mass is 588.946 g/mol. The calculation puts the HOMO energy at -1.53 eV. Its total charge is -1. The value obtained for the largest force on an atom is 0.8 eV/A.

```
106
Properties=species:S:1:pos:R:3:mulliken_charge:R:1
Be -0.34620 -0.61041 0.39334 -0.4330
C -2.38635 -1.61022 1.80966 -1.2228
N -1.97469 -0.39450 1.10495 0.9557
C -2.02929 0.71991 2.05183 -1.0148
C -2.81159 -0.16777 -0.08106 -1.1952
C -2.03880 0.74196 -1.01674 -0.3017
N -0.70788 0.14370 -1.17956 1.2662
C -0.69607 -0.87633 -2.25566 -1.5637
C 0.38130 -1.91807 -2.09861 0.6789
C 1.15698 -2.27877 -3.18109 -0.5645
C 2.14824 -3.25229 -3.07075 -0.5488
C 2.32132 -3.82274 -1.81674 -0.1886
C 1.57504 -3.48117 -0.68638 0.1447
C 0.56055 -2.52510 -0.84218 -0.0424
O -0.26643 -2.16375 0.13525 -0.8771
C 1.98175 -4.13348 0.64582 2.5421
C 1.08826 -3.80105 1.84682 -1.3984
C 3.39981 -3.65425 0.99549 -1.7899
C 1.98785 -5.66207 0.49122 -1.9402
C 2.99407 -3.62675 -4.28806 2.1760
C 3.66684 -2.37150 -4.85786 -1.6854
C 2.09308 -4.24277 -5.36664 -1.7079
C 4.08930 -4.63743 -3.94657 -2.1435
C 0.40777 1.09991 -1.47279 -3.3759
C 0.89326 2.09586 -0.40619 3.6894
C 2.14148 2.71533 -0.98810 -0.9776
C 3.01465 3.35500 -0.12694 -0.1124
C 2.92425 3.11129 1.24513 -0.9286
C 2.16864 1.95892 1.71720 0.9700
C 1.28990 1.36317 0.87668 -0.8143
O 0.68572 0.16190 1.13054 0.0320
C 2.52171 1.42432 3.11186 2.0838
C 2.49537 2.57928 4.13148 -1.9094
C 3.93244 0.81971 3.07916 -1.5326
C 1.56367 0.35332 3.64554 -1.9561
C 4.12001 4.24701 -0.71175 2.1162
C 4.93586 4.97142 0.36119 -2.2434
C 5.08384 3.37135 -1.52339 -1.7622
C 3.51958 5.31485 -1.63337 -1.4978
H -3.42081 -1.52297 2.16949 0.3456
H -1.73290 -1.76107 2.66815 0.3145
H -2.28815 -2.46768 1.15190 0.4060
H -3.02077 0.78385 2.52172 0.4267
H -1.81831 1.66389 1.56262 0.5181
H -1.27671 0.57281 2.82437 0.1517
H -3.80007 0.24394 0.16314 0.5072
H -2.96219 -1.14327 -0.54718 0.3735
H -1.89874 1.70832 -0.54383 0.0413
H -2.55282 0.91261 -1.96992 0.4248
H -0.53386 -0.35441 -3.20631 0.2152
H -1.68450 -1.34189 -2.31108 0.6579
H 0.99332 -1.76685 -4.12525 0.4426
H 3.10551 -4.55576 -1.68894 0.3789
H 1.07303 -2.73510 2.06127 -0.2625
H 1.49085 -4.32763 2.71806 0.5430
H 0.05921 -4.12497 1.69129 0.2998
H 3.40733 -2.57326 1.14630 0.3098
H 4.11332 -3.88955 0.20368 0.2836
H 3.74155 -4.13219 1.91776 0.4956
H 1.00477 -6.02096 0.17880 0.3777
H 2.23332 -6.12839 1.44881 0.4689
H 2.72016 -6.00655 -0.24075 0.2997
H 2.93201 -1.63377 -5.18178 0.3315
H 4.28583 -2.62948 -5.72161 0.4471
H 4.30118 -1.89834 -4.10656 0.3844
H 1.31828 -3.54116 -5.68032 0.3144
H 1.59896 -5.13952 -4.98723 0.3629
H 2.68042 -4.51679 -6.24750 0.4578
H 4.77384 -4.24799 -3.19097 0.3940
H 4.67188 -4.86041 -4.84361 0.4462
H 3.67125 -5.57589 -3.57754 0.3682
H 0.17941 1.62366 -2.40317 0.3749
H 1.26829 0.45977 -1.67793 0.8379
H 2.26136 2.74231 -2.06779 0.5065
H 3.57927 3.62035 1.93005 0.3324
H 3.27783 3.31223 3.94644 0.3022
H 2.63519 2.18772 5.14488 0.4860
H 1.53622 3.10011 4.08903 0.3552
H 4.65687 1.55497 2.72711 0.2667
H 3.95911 -0.03107 2.39440 0.1538
H 4.23430 0.47289 4.07468 0.4683
H 0.52975 0.70578 3.62581 0.2378
H 1.83423 0.12423 4.68189 0.4576
H 1.60591 -0.56226 3.05880 0.0593
H 5.44455 4.26390 1.01697 0.3741
H 4.29946 5.60886 0.97804 0.3741
H 5.69484 5.59963 -0.11625 0.4658
H 5.52117 2.60472 -0.88052 0.3003
H 5.89332 3.97521 -1.95040 0.4733
H 4.56186 2.86396 -2.33515 0.2938
H 2.82437 5.94809 -1.07692 0.1687
H 2.96683 4.86177 -2.45778 0.1727
H 4.30728 5.95084 -2.05237 0.4740
C -0.55997 4.15216 -2.37250 -1.2153
C -0.82002 4.22777 -0.86566 0.4446
C -0.51340 5.64784 -0.39061 -1.4100
C -0.08468 3.22071 0.06578 -1.6788
H -1.05378 4.99011 -2.87289 0.5585
H -0.95236 3.23951 -2.81819 0.1571
H 0.50926 4.20331 -2.58203 0.0309
H -1.90128 4.07773 -0.73335 0.3113
H 0.54949 5.85719 -0.53413 0.0812
H -0.72753 5.76128 0.67420 0.3632
H -1.09297 6.39419 -0.94220 0.5070
H -0.80252 2.77450 0.75532 -0.5058
H 0.57419 3.80229 0.72119 0.9673
```

Q: Which value of HOMO energy does entry 1 give?
A: -10.76 eV

Q: Among the records above, which one has the highest HOMO energy?
A: C38H63BeN2O2